{
  "formula": "C3H11N2O3",
  "method": "ωB97M-V/def2-TZVPD",
  "multiplicity": 1,
  "max_force_ev_per_a": 2.38,
  "orbital_gap_ev": 11.32,
  "energy_ha": -455.91017,
  "homo_ev": -14.30,
  "charge": 1,
  "elements": ["C", "C", "N", "C", "N", "H", "H", "H", "H", "H", "H", "H", "O", "H", "H", "O", "H", "H", "O"],
  "coordinates": [[-0.802862, -1.578367, 1.559560], [-0.700742, -1.646263, 0.212686], [0.462381, -0.893152, -0.036111], [1.030846, -0.450412, 1.053072], [0.292416, -0.936894, 2.096899], [-1.560905, -2.076521, 2.166715], [-1.501298, -1.758993, -0.504684], [0.777567, -0.561868, -0.973652], [1.874952, 0.212772, 1.202390], [0.707109, -1.228314, 2.971719], [0.820072, 3.300258, 0.303285], [-0.328969, 2.790695, 1.267221], [0.507590, 2.572577, 0.824939], [-2.119253, 0.927980, -1.786513], [-1.173577, 0.798505, -0.532793], [-1.239732, 0.670495, -1.487762], [0.538042, 0.568545, -2.897110], [1.137703, -0.792767, -2.921109], [1.278660, 0.081724, -2.518752]],
  "forces_ev_per_a": [[-0.7102, -1.8688, 0.6767], [0.5376, 2.1018, 0.9748], [0.1340, 0.5292, -1.5104], [-0.5929, -1.0976, 1.5319], [0.2785, -0.0187, -1.0743], [0.4315, 0.4071, -0.0355], [0.5533, -0.5046, -0.1886], [-0.1592, 0.0969, 0.0259], [-0.0124, -0.3238, -0.4682], [-0.2074, 0.6724, 0.3053], [-0.1229, 0.7521, -0.2495], [0.5884, 0.4334, -0.3818], [-0.5210, -1.3048, 0.6746], [0.0220, 0.1114, 0.3065], [-0.3153, 0.4007, -0.3159], [-0.1164, -0.1033, -0.2155], [-0.1165, 0.4362, 0.2679], [0.4865, 0.2341, -0.1121], [-0.1576, -0.9538, -0.2117]]
}